[1]
The following is a quantum chemistry calculation of C22H24BrCuN6O2S as an isolated structure at a distorted geometry, from OMol25.

Each line ends with the natural charge from an NBO analysis.
Positions of all 57 atoms, in Å:
Cu: -0.450 -0.082 0.260  1.352
O: 0.992 -3.654 1.766  -0.708
C: 1.686 -4.121 0.706  0.324
C: 2.491 -5.247 0.877  -0.260
C: 3.209 -5.764 -0.178  -0.179
C: 3.128 -5.181 -1.434  -0.260
C: 2.334 -4.064 -1.615  -0.147
C: 1.628 -3.513 -0.552  -0.173
C: 0.805 -2.246 -0.797  0.258
O: 0.021 -1.904 0.242  -0.909
N: 1.747 -1.154 -1.108  -0.430
N: 1.630 0.009 -0.495  -0.280
C: 2.583 0.878 -0.547  -0.067
C: 2.569 2.177 0.041  -0.096
Br: 1.285 2.463 1.435  0.018
C: 3.444 3.181 -0.178  -0.179
C: 4.519 3.252 -1.147  -0.015
C: 5.607 4.088 -0.859  -0.200
C: 6.672 4.187 -1.732  -0.198
C: 6.660 3.486 -2.929  -0.189
C: 5.573 2.689 -3.249  -0.192
C: 4.511 2.572 -2.371  -0.231
H: 0.449 -2.913 1.394  0.499
H: 2.519 -5.696 1.857  0.225
H: 3.836 -6.629 -0.019  0.221
H: 3.666 -5.608 -2.265  0.219
H: 2.257 -3.609 -2.594  0.197
H: 0.210 -2.403 -1.725  0.148
H: 2.616 -1.391 -1.581  0.383
H: 3.516 0.620 -1.052  0.207
H: 3.363 4.059 0.446  0.229
H: 5.622 4.647 0.065  0.217
H: 7.511 4.822 -1.490  0.226
H: 7.488 3.576 -3.614  0.225
H: 5.550 2.173 -4.199  0.221
H: 3.644 1.994 -2.657  0.208
N: -0.253 -0.426 2.580  -0.689
N: -1.216 -1.300 3.083  -0.437
C: -2.312 -1.678 2.397  0.316
N: -3.096 -2.579 2.993  -0.758
S: -2.762 -1.009 0.930  -0.219
H: 0.655 -0.884 2.536  0.403
H: -0.193 0.431 3.128  0.386
H: -0.978 -1.827 3.920  0.390
H: -2.839 -2.993 3.874  0.403
H: -3.933 -2.893 2.531  0.434
C: -3.794 2.844 -0.733  -0.122
C: -3.107 2.179 -1.738  -0.236
C: -1.922 1.541 -1.427  0.051
N: -1.420 1.526 -0.195  -0.576
C: -2.064 2.186 0.765  0.073
C: -3.246 2.864 0.541  -0.227
H: -4.732 3.336 -0.940  0.239
H: -3.483 2.146 -2.746  0.243
H: -1.356 1.021 -2.186  0.215
H: -1.616 2.164 1.746  0.207
H: -3.723 3.388 1.353  0.240

Forces on atoms 1 to 2 (eV/Å):
Cu 0.0980 -0.9306 0.3678
O -0.2237 0.2307 0.2784

Computed properties:
Spin multiplicity   2
Frontier orbital gap (alpha / beta)   7.60 / 6.28 eV
Net charge   +1



[2]
The following is a quantum chemistry calculation of C22H24BrMnN3O5S as an isolated structure, from OMol25.

Each line ends with the natural charge from an NBO analysis.
Positions of all 57 atoms, in Å:
Mn: 0.213 0.745 -0.725  1.224
Br: 2.913 -0.602 1.432  0.076
C: 3.258 0.678 0.080  0.184
C: 4.578 0.879 -0.288  -0.278
C: 4.854 1.883 -1.200  -0.142
C: 3.815 2.655 -1.688  -0.220
C: 2.529 2.356 -1.282  0.124
N: 2.241 1.365 -0.418  -0.492
C: 1.326 3.101 -1.847  0.748
O: 1.485 4.236 -2.256  -0.631
O: 0.250 2.406 -1.824  -0.781
H: 5.356 0.268 0.145  0.236
H: 5.875 2.063 -1.511  0.224
H: 3.959 3.477 -2.373  0.253
C: 2.635 -5.656 -0.779  -0.255
O: 1.220 -5.733 -0.788  -0.486
C: 0.531 -4.571 -0.856  0.371
C: -0.875 -4.717 -0.858  -0.327
C: -1.650 -3.601 -0.918  -0.104
C: -1.110 -2.289 -0.975  -0.373
C: -1.970 -1.141 -1.053  0.581
C: -3.475 -1.234 -1.030  -0.693
O: -1.550 0.034 -1.127  -0.652
C: 0.324 -2.153 -0.981  0.541
O: 0.948 -1.030 -1.041  -0.775
C: 1.114 -3.332 -0.920  -0.425
H: 2.992 -6.680 -0.718  0.200
H: 2.992 -5.092 0.086  0.181
H: 3.009 -5.191 -1.694  0.182
H: -1.300 -5.710 -0.818  0.226
H: -2.722 -3.732 -0.933  0.207
H: -3.887 -2.235 -1.052  0.211
H: -3.861 -0.663 -1.874  0.244
H: -3.814 -0.722 -0.127  0.247
H: 2.184 -3.189 -0.923  0.229
C: -3.857 4.259 -0.144  -0.746
S: -2.905 2.747 -0.387  0.187
C: -2.930 2.685 -2.185  -0.738
H: -3.546 5.019 -0.860  0.215
H: -3.646 4.631 0.858  0.222
H: -4.930 4.093 -0.237  0.206
H: -3.904 2.376 -2.566  0.199
H: -2.170 1.978 -2.497  0.247
H: -2.666 3.662 -2.589  0.219
N: -0.486 0.973 5.428  -0.780
C: -0.365 0.925 4.069  0.214
C: -0.649 -0.241 3.353  -0.274
C: -0.533 -0.234 1.982  0.063
N: -0.160 0.840 1.278  -0.517
C: 0.103 1.959 1.962  0.085
C: 0.017 2.051 3.332  -0.307
H: -0.594 0.120 5.944  0.393
H: -0.116 1.759 5.930  0.394
H: -0.953 -1.148 3.860  0.213
H: -0.732 -1.135 1.414  0.213
H: 0.391 2.820 1.370  0.217
H: 0.243 2.988 3.822  0.221

Forces on atoms 1 to 2 (eV/Å):
Mn 0.5242 0.0122 -0.1667
Br -0.0176 -0.0280 -0.0223

Computed properties:
Spin multiplicity   2
Frontier orbital gap (alpha / beta)   7.93 / 7.73 eV
Net charge   0
Relative energy (zero: lowest compared OMol25 entry of this formula, charge and spin)   29.73 kJ/mol



[3]
The following is a quantum chemistry calculation of C22H24BrN2O5Si2Y as an isolated structure, from OMol25.

Each line ends with the natural charge from an NBO analysis.
Positions of all 57 atoms, in Å:
Y: 0.745 1.162 -0.700  1.730
C: -0.026 -0.069 2.729  -1.115
Si: -1.027 1.437 2.226  1.213
C: -0.244 2.978 2.930  -1.108
C: -2.858 1.336 2.658  -0.348
C: -3.565 1.269 3.860  -0.227
C: -4.949 1.290 3.840  -0.195
C: -5.642 1.382 2.632  -0.201
C: -4.957 1.447 1.431  -0.182
C: -3.561 1.425 1.442  -0.485
Si: -2.238 1.393 0.134  1.171
C: -2.122 2.806 -1.093  -1.105
C: -2.194 -0.230 -0.801  -1.129
H: -0.092 -0.196 3.813  0.251
H: 1.033 0.050 2.484  0.246
H: -0.384 -0.984 2.255  0.252
H: -0.430 2.997 4.008  0.239
H: -0.663 3.884 2.495  0.256
H: 0.831 3.001 2.758  0.261
H: -3.046 1.205 4.809  0.212
H: -5.501 1.240 4.770  0.216
H: -6.725 1.402 2.636  0.216
H: -5.508 1.513 0.500  0.211
H: -3.041 2.852 -1.685  0.254
H: -1.313 2.692 -1.826  0.248
H: -1.972 3.763 -0.595  0.266
H: -3.168 -0.334 -1.292  0.253
H: -2.058 -1.080 -0.132  0.257
H: -1.467 -0.306 -1.614  0.278
O: 2.115 2.281 -6.336  -0.653
C: 1.440 1.648 -5.343  0.344
C: 0.490 0.659 -5.605  -0.349
C: -0.158 0.077 -4.533  0.059
N: 0.090 0.409 -3.266  -0.545
C: 1.014 1.375 -3.003  -0.283
Br: 1.423 3.686 -0.129  -0.573
C: 1.699 2.011 -4.030  -0.301
H: 1.836 1.934 -7.189  0.479
H: 0.266 0.355 -6.620  0.213
H: -0.899 -0.699 -4.699  0.191
H: 2.429 2.785 -3.830  0.232
O: 0.750 -1.166 -0.336  -0.748
C: 1.961 -1.105 0.007  0.763
O: 2.551 0.021 0.084  -0.765
C: 2.714 -2.349 0.330  -0.080
C: 4.055 -2.271 0.692  -0.169
C: 4.756 -3.428 0.988  -0.201
C: 4.087 -4.635 0.914  0.038
C: 2.755 -4.739 0.557  -0.202
C: 2.065 -3.576 0.262  -0.170
N: 4.833 -5.878 1.230  0.532
O: 4.231 -6.927 1.144  -0.370
O: 5.998 -5.763 1.549  -0.368
H: 4.535 -1.304 0.734  0.245
H: 5.797 -3.406 1.271  0.255
H: 2.286 -5.710 0.514  0.254
H: 1.024 -3.608 -0.027  0.242

Forces on atoms 1 to 2 (eV/Å):
Y 0.0519 -0.1769 -0.8223
C 0.0282 -0.0359 -0.0589

Computed properties:
Frontier orbital gap   7.79 eV
Net charge   0
Relative energy (zero: lowest compared OMol25 entry of this formula, charge and spin)   0.00 kJ/mol



[4]
The following is a quantum chemistry calculation of C22H24BrO3Tc as an isolated structure at a distorted geometry, from OMol25.

Each line ends with the natural charge from an NBO analysis.
Positions of all 51 atoms, in Å:
Tc: -0.570 -0.080 -0.228  0.673
C: -1.821 0.520 2.096  -0.258
C: -1.204 1.786 2.100  -0.297
C: -1.336 2.372 0.823  -0.273
H: -0.754 2.265 2.964  0.201
C: -2.051 1.458 -0.036  -0.334
C: -2.382 0.279 0.774  -0.380
H: -3.184 -0.416 0.562  0.219
H: -2.010 -0.107 2.961  0.223
H: -1.076 3.395 0.567  0.181
H: -2.544 1.744 -0.962  0.201
C: 0.053 -1.881 -1.400  -0.222
C: -1.351 -1.888 -1.107  -0.357
C: -1.935 -0.737 -1.737  -0.273
H: -1.890 -2.676 -0.591  0.235
C: -0.885 0.020 -2.351  -0.326
C: 0.346 -0.700 -2.150  -0.342
H: 1.322 -0.397 -2.518  0.227
H: 0.761 -2.655 -1.123  0.232
H: -2.994 -0.515 -1.785  0.224
H: -1.000 0.934 -2.920  0.211
O: 1.019 1.952 -0.706  -0.595
C: 1.038 3.222 -1.975  0.356
C: 1.944 3.971 -0.990  -0.485
C: -0.343 3.774 -2.209  -0.666
C: 1.722 2.634 -3.186  -0.660
C: 1.900 2.824 0.015  -0.044
H: 1.506 4.897 -0.603  0.202
H: 2.949 4.166 -1.374  0.196
H: 2.882 2.355 0.167  0.161
H: 1.491 3.121 0.990  0.180
H: -0.392 4.560 -3.001  0.210
H: -0.751 4.205 -1.283  0.228
H: -1.005 2.952 -2.521  0.237
H: 1.950 3.372 -3.990  0.208
H: 1.079 1.852 -3.618  0.230
H: 2.669 2.168 -2.875  0.223
Br: -2.325 -2.896 2.106  0.076
C: -0.662 -3.807 2.261  -0.089
C: -0.639 -5.198 2.395  -0.240
C: 0.584 -5.862 2.548  -0.233
C: 1.776 -5.132 2.553  -0.223
C: 1.756 -3.743 2.406  -0.207
C: 0.536 -3.076 2.269  -0.049
C: 0.464 -1.568 2.230  0.760
O: 0.266 -0.973 3.273  -0.636
O: 0.672 -1.009 1.043  -0.753
H: -1.578 -5.744 2.388  0.217
H: 0.592 -6.946 2.665  0.206
H: 2.732 -5.645 2.676  0.204
H: 2.670 -3.147 2.405  0.220

Forces on atoms 1 to 2 (eV/Å):
Tc -0.5820 0.9387 -0.9232
C -1.3278 0.6203 -0.2247

Computed properties:
Spin multiplicity   4
Frontier orbital gap (alpha / beta)   3.60 / 5.36 eV
Net charge   -1
Relative energy (zero: lowest compared OMol25 entry of this formula, charge and spin)   0.00 kJ/mol



no.,electronic energy (a.u.)
1,-5944.19383
2,-5516.46528
3,-4529.87397
4,-3733.09553